No. 1
16 unconnected molecules or ions with the total composition C12H56O22 in a non-equilibrium geometry, computed with ωB97M-V/def2-TZVPD.

Its HOMO-LUMO gap is 8.95 eV. As for the total energy: -2145.94817 a.u. As for the energy above the lowest of the compared OMol25 structures with the same formula, charge and spin: 0.000 eV.

Each line ends with the Löwdin charge.
Positions of all 90 atoms, in Å:
O 5.31 3.57 -17.05  -0.01
H 4.42 3.68 -17.34  -0.02
H 5.30 4.15 -16.32  -0.01
O 5.86 11.06 -18.80  -0.06
H 5.01 10.75 -19.05  -0.03
H 6.49 10.37 -19.11  0.01
O 1.98 9.24 -21.73  -0.02
H 2.28 8.81 -22.52  0.04
H 1.73 8.51 -21.15  0.00
O 1.39 6.81 -20.53  -0.01
H 0.63 6.42 -20.15  0.04
H 1.73 6.02 -20.96  0.04
O 6.97 4.79 -18.96  -0.05
H 7.50 4.21 -19.52  0.08
H 6.38 4.25 -18.44  0.01
O 5.80 9.15 -21.26  -0.05
H 6.68 8.95 -20.99  0.00
H 5.21 8.62 -20.69  0.00
O 7.88 9.30 -19.09  -0.04
H 8.69 9.72 -18.86  0.06
H 8.13 8.36 -18.99  0.02
O 3.56 9.35 -14.78  -0.02
H 3.89 9.36 -13.88  0.05
H 4.04 8.79 -15.33  -0.06
O 8.64 6.79 -18.04  -0.06
H 9.51 6.83 -18.48  0.07
H 8.14 6.11 -18.55  0.01
O 5.93 11.39 -16.08  -0.08
H 5.85 11.44 -17.06  0.00
H 6.57 10.72 -15.91  -0.04
C 3.81 4.86 -22.07  -0.21
C 5.03 5.77 -22.33  -0.22
O 6.09 5.33 -21.52  -0.06
O 3.41 4.80 -20.69  -0.09
H 3.92 3.83 -22.46  0.13
H 3.02 5.28 -22.71  0.11
H 4.75 6.79 -22.19  0.09
H 5.30 5.68 -23.36  0.12
H 5.85 5.27 -20.59  0.03
H 3.47 3.85 -20.52  0.09
C 7.63 8.53 -13.82  -0.22
C 8.65 8.86 -14.94  -0.15
O 7.84 9.30 -16.02  -0.11
O 8.24 7.65 -12.93  -0.07
H 6.82 7.95 -14.26  0.11
H 7.33 9.37 -13.22  0.12
H 9.24 7.99 -15.33  0.14
H 9.33 9.62 -14.69  0.11
H 8.44 9.36 -16.75  0.07
H 7.72 7.62 -12.11  0.10
C 4.86 7.18 -18.54  -0.16
C 4.50 8.05 -17.33  -0.18
O 5.49 8.00 -16.26  -0.11
O 4.12 7.62 -19.72  -0.10
H 4.62 6.10 -18.30  0.12
H 5.91 7.19 -18.77  0.09
H 3.47 7.89 -17.01  0.10
H 4.49 9.11 -17.69  0.11
H 6.29 8.52 -16.44  0.06
H 3.25 7.19 -19.80  0.06
C 4.09 5.09 -12.87  -0.29
C 4.11 6.13 -13.98  -0.25
O 4.95 5.54 -14.93  -0.09
O 3.00 5.14 -12.05  -0.03
H 4.94 5.31 -12.23  0.11
H 4.29 4.04 -13.20  0.14
H 4.33 7.12 -13.67  0.10
H 3.06 6.21 -14.33  0.12
H 5.27 6.36 -15.39  0.08
H 3.13 4.71 -11.22  0.08
C 1.45 5.54 -16.79  -0.25
C 2.17 4.19 -16.66  -0.21
O 2.78 3.96 -17.91  -0.10
O 0.93 6.03 -15.57  -0.05
H 0.75 5.36 -17.58  0.10
H 2.11 6.34 -17.14  0.11
H 1.51 3.42 -16.29  0.13
H 2.88 4.38 -15.89  0.10
H 2.00 3.86 -18.54  0.14
H 0.49 6.89 -15.76  0.12
C 2.50 11.36 -19.05  -0.21
C 2.39 10.83 -17.66  -0.27
O 1.37 11.54 -17.02  -0.04
O 3.39 10.51 -19.73  -0.11
H 2.96 12.35 -19.13  0.13
H 1.49 11.42 -19.52  0.14
H 3.26 10.89 -16.95  0.12
H 2.14 9.78 -17.71  0.11
H 1.31 11.23 -16.14  0.06
H 2.98 10.12 -20.49  0.03



No. 2
A molecular structure, C10H14O4P in a non-equilibrium geometry, computed with ωB97M-V/def2-TZVPD.

Its HOMO-LUMO gap is 7.07 eV. The total charge is -1. As for the total energy: -1031.72705 a.u.

Each line ends with the Löwdin charge.
Positions of all 29 atoms, in Å:
C 0.46 -0.69 -1.13  -0.11
C -0.01 0.20 -0.27  -0.28
C -2.56 -1.41 -0.76  -0.69
C 1.38 -1.80 -0.90  -0.18
C 0.20 0.04 1.24  -0.13
C 1.87 -1.89 0.61  -0.21
C 1.65 -0.62 1.39  -0.21
C -1.18 2.49 0.14  -0.14
C -0.96 1.25 -0.73  -0.16
C -2.91 0.06 -0.98  -0.35
O -2.09 -2.11 -1.62  0.07
O -2.69 -1.65 0.51  -0.16
O -5.01 -0.34 0.70  -0.52
O -3.43 0.62 -2.08  -0.04
P -3.59 -0.02 0.84  0.74
H 0.01 -0.67 -2.13  0.12
H 0.95 -2.70 -1.39  0.12
H 2.28 -1.66 -1.48  0.09
H 0.14 0.96 1.89  0.10
H -0.56 -0.61 1.80  0.12
H 1.34 -2.80 1.17  0.14
H 2.89 -2.15 0.63  0.07
H 2.40 0.09 1.08  0.10
H 1.75 -1.00 2.44  0.11
H -1.55 2.06 1.04  0.00
H -1.89 3.19 -0.42  0.09
H -0.16 2.95 0.41  0.09
H -0.79 1.54 -1.77  0.10
H -4.19 1.28 -1.76  0.16



No. 3
A molecular structure, C42H70FN3O20S9 in a non-equilibrium geometry, computed with ωB97M-V/def2-TZVPD.

Its HOMO-LUMO gap is 8.10 eV. As for the total energy: -6994.86759 a.u. As for the energy above the lowest of the compared OMol25 structures with the same formula, charge and spin: 2.711 eV.

Each line ends with the Löwdin charge.
Positions of all 145 atoms, in Å:
O 1.11 -1.81 2.11  0.12
C 1.43 -1.11 1.18  -0.44
O 2.80 -0.89 1.01  0.04
C 0.32 -0.56 0.21  -0.04
C -0.29 0.82 0.62  -0.11
C 0.53 1.89 1.16  0.04
C -0.01 3.27 1.53  -0.07
C 1.05 4.30 2.07  -0.38
O 0.86 4.81 3.14  0.15
N 2.23 4.51 1.24  0.13
C 2.02 5.60 0.29  -0.44
O 1.20 5.50 -0.56  0.18
F 2.84 6.68 0.44  0.10
C -1.41 3.61 1.36  0.07
C -2.30 2.51 0.84  -0.29
N -3.68 2.69 0.64  -0.21
S -4.12 1.20 0.07  1.03
N -2.74 0.26 -0.03  -0.19
C -1.76 1.13 0.47  -0.26
H 3.00 0.06 0.90  0.07
H 0.83 -0.41 -0.79  0.13
H -0.43 -1.38 0.06  0.12
H 1.62 1.67 1.31  0.09
H 2.49 3.68 0.70  0.08
H -1.81 4.64 1.60  0.11
C -9.33 -1.13 1.02  -0.22
C -8.94 -2.39 0.25  -0.21
C -7.88 -1.99 -0.78  -0.21
S -7.03 -0.57 -0.08  0.64
O -7.30 0.58 -0.91  -0.33
O -5.68 -0.95 0.29  -0.43
C -8.02 -0.45 1.39  -0.22
H -9.92 -1.37 1.91  0.12
H -9.93 -0.48 0.38  0.12
H -8.52 -3.13 0.94  0.11
H -9.80 -2.85 -0.24  0.12
H -7.16 -2.79 -0.95  0.11
H -8.33 -1.68 -1.72  0.11
H -8.15 0.60 1.67  0.11
H -7.51 -0.99 2.19  0.11
C -2.68 -3.77 3.52  -0.22
C -2.73 -2.91 2.25  -0.20
C -3.53 -3.68 1.20  -0.21
S -4.67 -4.72 2.12  0.68
O -4.32 -6.10 1.88  -0.33
O -6.02 -4.23 1.94  -0.33
C -4.10 -4.26 3.74  -0.23
H -2.30 -3.20 4.38  0.12
H -2.01 -4.62 3.36  0.12
H -3.23 -1.96 2.48  0.12
H -1.73 -2.67 1.88  0.10
H -4.10 -3.01 0.56  0.09
H -2.89 -4.33 0.60  0.08
H -4.16 -5.11 4.42  0.11
H -4.74 -3.45 4.10  0.11
C 7.39 1.55 -1.10  -0.21
C 6.30 0.70 -1.77  -0.20
C 5.27 0.34 -0.69  -0.21
S 5.33 1.66 0.52  0.69
O 5.82 1.12 1.76  -0.30
O 4.11 2.44 0.44  -0.33
C 6.65 2.58 -0.26  -0.22
H 8.05 2.02 -1.83  0.12
H 8.01 0.91 -0.45  0.12
H 5.82 1.29 -2.56  0.12
H 6.72 -0.19 -2.23  0.12
H 4.27 0.28 -1.11  0.11
H 5.53 -0.59 -0.19  0.08
H 7.28 3.05 0.51  0.11
H 6.20 3.35 -0.89  0.11
C 5.78 -2.70 3.47  -0.21
C 7.12 -3.37 3.79  -0.21
C 7.65 -4.00 2.50  -0.22
S 6.97 -3.02 1.16  0.66
O 6.07 -3.85 0.40  -0.32
O 8.04 -2.27 0.53  -0.35
C 6.01 -1.92 2.18  -0.25
H 5.44 -2.06 4.28  0.12
H 5.02 -3.47 3.31  0.12
H 7.83 -2.62 4.15  0.12
H 7.02 -4.12 4.58  0.12
H 8.74 -3.98 2.45  0.09
H 7.30 -5.02 2.38  0.11
H 5.09 -1.65 1.67  0.08
H 6.61 -1.03 2.37  0.09
C -5.47 7.06 -0.67  -0.24
C -6.60 6.36 0.09  -0.21
C -6.03 5.85 1.41  -0.22
S -4.67 6.95 1.82  0.68
O -3.44 6.19 1.77  -0.33
O -5.03 7.75 2.96  -0.33
C -4.78 7.95 0.35  -0.22
H -5.84 7.63 -1.52  0.06
H -4.76 6.31 -1.05  0.13
H -7.40 7.08 0.29  0.12
H -7.04 5.55 -0.50  0.11
H -6.77 5.88 2.21  0.10
H -5.63 4.84 1.31  0.09
H -3.78 8.27 0.04  0.11
H -5.39 8.82 0.59  0.11
C 11.33 -5.09 -1.16  -0.22
C 11.78 -3.63 -1.02  -0.21
C 12.08 -3.39 0.46  -0.22
S 12.56 -4.97 1.15  0.66
O 11.56 -5.38 2.11  -0.33
O 13.96 -4.94 1.47  -0.33
C 12.33 -5.91 -0.35  -0.23
H 11.31 -5.40 -2.21  0.12
H 10.33 -5.20 -0.75  0.12
H 12.69 -3.47 -1.61  0.12
H 11.03 -2.94 -1.39  0.11
H 12.89 -2.67 0.60  0.10
H 11.19 -3.04 0.99  0.10
H 11.96 -6.91 -0.11  0.11
H 13.29 -5.98 -0.86  0.11
C -5.41 8.97 -6.44  -0.22
C -6.84 8.82 -5.92  -0.22
C -6.78 7.96 -4.65  -0.22
S -5.16 8.22 -3.94  0.68
O -4.42 6.98 -4.01  -0.30
O -5.30 8.97 -2.71  -0.34
C -4.56 9.31 -5.22  -0.23
H -5.33 9.74 -7.21  0.12
H -5.07 8.02 -6.87  0.12
H -7.24 9.81 -5.67  0.12
H -7.50 8.38 -6.67  0.12
H -7.55 8.25 -3.93  0.11
H -6.88 6.90 -4.89  0.11
H -3.49 9.14 -5.38  0.11
H -4.73 10.33 -4.90  0.11
C -1.84 -8.63 -2.16  -0.22
C -1.93 -8.49 -0.64  -0.21
C -1.96 -7.00 -0.31  -0.22
S -2.68 -6.19 -1.74  0.66
O -1.67 -5.35 -2.35  -0.32
O -3.99 -5.69 -1.39  -0.32
C -2.87 -7.66 -2.73  -0.23
H -2.03 -9.66 -2.49  0.11
H -0.84 -8.36 -2.50  0.12
H -2.86 -8.96 -0.29  0.12
H -1.10 -8.99 -0.13  0.11
H -2.56 -6.78 0.57  0.07
H -0.95 -6.60 -0.18  0.11
H -2.71 -7.43 -3.78  0.11
H -3.88 -8.03 -2.58  0.11



No. 4
9 unconnected molecules or ions with the total composition C3H23NO9S2 in a non-equilibrium geometry, computed with ωB97M-V/def2-TZVPD.

Its HOMO-LUMO gap is 9.31 eV. As for the total energy: -1656.33159 a.u. The SMILES is N[C@H](C=O)CSS.O.O.O.O.O.O.O.O. As for the energy above the lowest of the compared OMol25 structures with the same formula, charge and spin: 3.357 eV.

Each line ends with the Löwdin charge.
Positions of all 38 atoms, in Å:
N -1.20 -0.27 -0.02  0.05
C -1.68 -0.85 1.17  -0.46
C -1.82 0.08 2.41  -0.20
O -1.54 1.24 2.31  0.06
C -0.68 -1.87 1.65  -0.53
S -0.75 -3.47 0.74  0.44
S 0.51 -3.31 -0.85  0.29
H -1.69 0.52 -0.40  0.05
H -0.21 0.09 0.01  0.08
H -2.57 -1.52 0.85  0.16
H -2.21 -0.41 3.35  0.14
H -0.98 -2.15 2.68  0.08
H 0.35 -1.47 1.60  0.08
H -0.08 -2.56 -1.82  -0.18
H -2.96 -0.19 -1.62  0.01
H -3.13 -1.61 -2.35  0.02
O -3.04 -0.67 -2.46  -0.05
H -1.72 2.44 0.60  -0.01
H -2.63 3.70 0.51  0.05
O -2.15 3.05 0.00  -0.04
H 1.09 1.14 2.92  0.01
H 1.23 0.90 4.32  0.05
O 1.81 1.10 3.57  -0.05
H 0.88 2.08 -1.55  0.01
H -0.52 2.76 -1.39  -0.02
O 0.35 2.90 -1.76  -0.06
H 2.91 2.50 -1.92  0.08
H 2.71 1.26 -2.86  0.04
O 2.76 1.53 -1.94  -0.06
H -0.13 1.32 -3.88  0.03
H 1.03 0.83 -3.33  0.06
O 0.64 0.90 -4.32  -0.11
H 2.71 0.38 0.05  0.03
H 2.04 0.33 1.38  0.03
O 1.85 0.49 0.44  -0.05
H 3.41 3.33 1.60  0.05
H 3.29 2.32 0.53  -0.01
O 3.68 3.20 0.67  -0.06